Entry 1:
This record from the Open Molecules 2025 dataset describes a structure of composition C52H63BGeN7O6Re. The level of theory is the ωB97M-V functional and the def2-TZVPD basis.

The geometry in XYZ format:
```
131
Properties=species:S:1:pos:R:3:forces:R:3
Re 0.30942 -1.08717 0.48542 -0.03 -0.14 -0.31
Ge 4.49398 1.93486 -4.00807 0.07 0.02 -0.06
O -0.49367 -6.31131 6.42149 -0.32 -0.24 0.25
O 1.49101 -0.06600 -0.60480 -0.44 0.00 0.31
O 1.61575 -6.03752 6.10680 0.49 -0.15 0.19
O 1.81413 -1.63584 1.74030 -0.10 0.30 -0.29
O 3.07230 -1.62842 -0.76243 -0.06 -0.28 0.07
O -0.70891 -2.31427 1.73381 0.09 0.29 -0.22
N -1.33340 1.85664 -0.92432 0.45 -0.16 0.04
N 0.45518 -5.82227 5.85930 -0.08 0.21 -0.24
N -1.77017 0.57590 1.72938 -0.18 -0.15 -0.19
N -1.36615 -1.42866 -0.56784 -0.15 -0.01 0.10
N -0.41002 0.44468 1.62776 0.22 -0.02 0.03
N -2.56903 1.48720 -0.49881 0.02 0.27 -0.14
N -2.57006 -1.01374 -0.06211 -0.13 0.31 0.04
C 8.32152 0.42347 -2.97800 0.02 -0.02 0.00
C -3.51889 2.24215 -1.10852 -0.07 0.06 -0.17
C -0.41212 -3.09645 2.72094 0.04 -0.27 0.23
C 0.17162 -4.87728 4.77615 0.11 0.20 -0.23
C 1.97945 -2.54570 2.57305 -0.08 -0.29 0.37
C 2.20793 1.71247 -7.56924 0.01 0.01 -0.02
C 0.94552 3.30184 -1.75053 0.08 0.03 -0.11
C -1.50507 2.83546 -1.79792 -0.02 -0.06 0.15
C 4.41550 3.11137 -6.65576 0.02 0.00 0.08
C 3.62354 4.67673 -3.61018 0.04 -0.01 -0.09
C 0.14000 1.10940 2.68696 0.13 0.09 -0.02
C -3.45971 1.61167 3.23624 -0.01 -0.01 0.03
C -0.63951 5.03265 -2.56974 0.03 -0.08 -0.02
C -0.89489 1.58531 3.47553 0.04 -0.12 -0.15
C 6.89972 0.90899 -5.30092 -0.08 0.05 -0.07
C -1.45360 -3.79278 3.37938 0.22 0.04 -0.05
C -1.61774 -2.62051 -1.21645 0.04 -0.22 -0.04
C 1.59324 1.49485 2.96022 -0.03 -0.03 0.01
C -3.51758 -1.88830 -0.34421 0.03 0.06 0.13
C 5.43718 4.06247 -2.18253 -0.07 -0.06 0.05
C 3.93750 3.33459 -7.93548 0.00 0.01 -0.04
C 3.63537 5.95766 -3.08417 -0.02 0.04 0.00
C -0.36358 3.52717 -2.49953 0.03 -0.03 0.04
C 2.69352 1.48966 -6.28907 0.02 -0.03 0.06
C -2.07355 1.24467 2.84031 -0.03 0.09 -0.02
C -1.16295 -4.66655 4.39042 0.08 0.06 -0.02
C 8.18647 0.39827 -5.36893 0.02 -0.02 -0.06
C -4.94042 -1.75035 0.06136 -0.01 -0.02 0.00
C 0.16897 -4.30053 -0.88154 -0.09 0.02 -0.14
C -1.28087 -4.38464 -2.91678 0.08 0.00 0.08
C 4.51582 3.70399 -3.16319 0.04 -0.11 -0.10
C 0.92748 -3.30723 3.14359 0.06 0.03 0.00
C -2.94294 -2.93402 -1.07120 0.23 0.11 -0.21
C 3.32505 0.65064 -3.05774 0.09 0.05 -0.09
C 2.83121 2.63453 -8.39345 -0.02 0.00 -0.03
C 2.51960 1.40725 1.74684 0.02 0.02 0.08
C -0.57935 -3.45433 -1.92196 -0.03 -0.02 0.03
C 3.60572 0.57933 -1.55314 0.07 -0.15 0.02
C 4.54892 6.29173 -2.09769 0.01 0.05 0.01
C 2.74717 -0.48401 -0.93587 0.16 0.20 -0.22
C 5.45235 5.34244 -1.64942 -0.01 0.01 0.04
C 7.03585 0.93501 -2.91633 -0.04 0.01 0.05
C 6.30395 1.19382 -4.07530 -0.15 0.02 0.04
C 0.40469 -2.57123 -2.68100 0.12 -0.01 -0.09
C -4.97846 2.08960 -0.86012 -0.10 0.07 -0.03
C -2.87597 3.11104 -1.95916 -0.14 -0.22 0.29
C 2.14633 0.68762 4.14096 -0.02 0.09 -0.05
C 1.21120 -4.22252 4.17763 -0.29 -0.04 -0.01
C 1.56910 2.97768 3.38795 0.01 -0.01 -0.04
C 3.80165 2.18333 -5.81328 0.05 0.00 0.09
C 8.90091 0.15795 -4.20864 0.03 -0.01 0.04
C -0.25348 2.96145 -3.92033 0.00 -0.03 0.07
B -2.75647 0.40400 0.53803 0.07 0.03 0.05
H -5.46476 -2.68097 -0.13741 -0.02 -0.03 -0.01
H 3.01264 -2.72600 2.88919 -0.11 0.02 0.04
H 4.56780 7.29327 -1.69190 0.00 0.05 0.03
H -2.46923 -3.61991 3.05908 -0.07 0.02 -0.04
H 2.19516 0.76411 -5.65931 -0.04 -0.06 0.05
H 2.45552 2.81016 -9.39084 -0.03 0.01 -0.07
H 0.87764 -4.96023 -1.37884 0.09 -0.02 -0.01
H 0.74369 -3.67356 -0.19319 0.17 0.10 0.13
H -1.94438 -5.20586 4.90687 0.01 -0.01 0.00
H 8.87257 0.23427 -2.06795 0.03 -0.01 0.06
H 2.93815 6.69744 -3.45048 -0.05 0.06 -0.03
H 0.22319 5.54685 -2.99384 0.05 0.03 -0.04
H 1.10233 2.24298 -1.56872 0.05 -0.17 0.02
H 5.27287 3.67508 -6.30567 0.03 0.02 0.01
H -5.43032 -0.95474 -0.49509 -0.03 0.04 -0.03
H 2.59070 3.34774 3.44880 0.06 0.00 0.03
H -5.23611 2.25624 0.18555 -0.02 0.00 0.05
H -4.11492 0.74376 3.24269 -0.03 -0.03 0.01
H 0.54804 3.45518 -4.46581 0.12 0.07 -0.10
H 6.17715 5.60079 -0.89150 0.07 0.02 0.06
H 3.41844 1.98737 1.95492 0.03 0.01 0.02
H 1.01190 -3.18218 -3.34937 -0.02 -0.02 -0.02
H -5.52132 2.81648 -1.46190 -0.01 -0.02 0.02
H 4.42475 4.05544 -8.57585 0.03 0.05 -0.04
H 2.26805 -0.36138 3.89835 0.01 -0.17 -0.04
H 1.48781 0.76197 5.00433 -0.04 0.01 0.07
H 3.50255 -0.32842 -3.50922 -0.03 -0.02 -0.03
H -3.86306 0.44386 0.96529 -0.07 -0.02 0.08
H -3.87943 2.34246 2.54738 -0.02 0.05 -0.05
H -5.02276 -1.51251 1.11818 -0.03 0.01 0.06
H 2.91836 4.43836 -4.39562 -0.07 -0.03 -0.07
H 2.28407 0.92074 -3.23408 -0.11 0.05 -0.01
H 3.12093 1.07959 4.42628 0.09 0.03 0.01
H -0.53177 -4.90132 -3.51281 0.05 -0.05 -0.03
H -0.04168 1.89143 -3.89261 0.03 -0.07 0.01
H -3.33148 3.85536 -2.58165 -0.12 0.11 -0.10
H 8.63072 0.18735 -6.33097 0.03 -0.01 -0.07
H -0.80897 2.16734 4.36870 0.01 0.10 0.17
H 0.92710 3.80819 -0.78661 0.00 0.04 0.14
H -0.09932 -1.80531 -3.26787 -0.04 0.04 -0.04
H 2.04849 1.82322 0.85896 -0.04 0.08 -0.04
H -1.50197 5.25528 -3.19430 -0.09 0.02 -0.06
H 1.78410 3.70236 -2.32850 -0.15 -0.08 0.14
H 6.35461 1.08681 -6.21901 -0.02 0.02 -0.05
H 9.90454 -0.23598 -4.26131 0.09 -0.04 0.00
H 3.42049 1.54609 -1.08771 -0.05 0.03 0.08
H -1.18110 3.10511 -4.47353 -0.06 0.01 -0.03
H -0.82472 5.44027 -1.57678 0.01 0.03 0.07
H 1.02608 3.58798 2.66909 -0.01 0.05 -0.07
H 6.16597 3.34713 -1.83252 0.11 -0.09 0.03
H -3.45886 -3.78287 -1.46901 -0.09 -0.16 -0.07
H -1.87622 -5.14137 -2.41350 -0.10 -0.08 0.08
H 2.22584 -4.39986 4.50251 0.06 -0.02 0.04
H 4.63711 0.27627 -1.37083 -0.01 0.05 -0.01
H -5.33472 1.09785 -1.13680 -0.04 -0.01 -0.03
H -1.92652 -3.82646 -3.59042 -0.03 0.06 -0.08
H 1.34554 1.16678 -7.92271 -0.07 -0.05 -0.03
H 1.11547 3.11116 4.36605 -0.06 0.02 0.07
H 1.10693 -2.09434 -2.00502 0.08 0.16 0.06
H -3.44395 2.04790 4.23097 0.00 0.02 0.05
H 6.60549 1.13061 -1.94258 0.00 0.05 0.07
H -0.51878 -4.90449 -0.29097 -0.03 -0.01 0.03
H 2.84339 0.39324 1.54040 0.01 -0.08 -0.01
```
Positions in Å, forces in eV/Å.

Properties
Kohn-Sham gap (alpha / beta) ... 6.13 / 6.40 eV
Total charge ... +1
HOMO level (alpha / beta) ... -10.696 / -10.699 eV
Energy relative to the best compared isomer or geometry (same formula, charge and spin) ... 38.6 kJ/mol
Energy ... -136980.0279 eV
LUMO level (alpha / beta) ... -4.6 / -4.3 eV
2S+1 ... 2
Expectation value of S² ... 0.756

***

Entry 2:
This record from the Open Molecules 2025 dataset describes a cluster of 2 separate species, C20H44N5O11P2S2 in total. The level of theory is the ωB97M-V functional and the def2-TZVPD basis.

The geometry in XYZ format:
```
84
Properties=species:S:1:pos:R:3:forces:R:3
S 1.49304 0.69400 0.91750 -0.02 -0.27 0.02
S 3.10024 -1.48091 -0.29456 0.01 -0.20 -0.08
P -1.76571 -1.05809 1.26945 0.28 -0.19 0.01
P -3.78395 -2.27257 -1.40247 -0.42 0.07 0.32
O -6.35265 -3.07728 0.80341 0.25 -0.27 0.10
O -4.97383 -2.65777 -2.35010 0.11 -0.18 -0.14
O -6.50054 3.26715 3.42777 -0.03 0.26 0.00
O 8.01930 -3.30140 -3.62949 0.00 0.04 0.02
O -5.51839 1.78443 0.26216 -0.09 -0.21 0.12
O 6.57438 -1.58657 -3.32994 0.00 -0.01 0.05
O -3.59617 2.34904 -1.35221 0.09 0.47 -0.47
O -3.17902 3.41303 0.58739 0.04 0.31 0.46
O -3.68784 -3.49386 -0.38281 0.08 -0.07 -0.26
O -2.52480 -1.85041 -1.97644 0.19 -0.02 -0.22
O 8.08822 -1.93815 -1.83023 -0.02 0.00 -0.02
N -2.48366 -0.01802 0.05580 -0.38 0.38 0.22
N -4.57326 -0.97761 -0.49996 0.17 -0.03 0.35
N 4.16258 0.74255 0.80986 -0.11 -0.25 -0.73
N -1.79146 -0.61661 2.73747 -0.24 0.20 -0.36
N -4.26648 1.24119 0.51568 0.15 0.21 -0.45
C -1.96863 1.37906 0.13236 0.52 0.08 0.13
C 3.98312 0.16911 3.23006 0.07 -0.04 0.07
C 5.57734 2.40935 -0.31780 0.05 -0.05 -0.05
C 4.99402 -3.13673 -4.38276 -0.01 0.00 0.16
C 4.85236 0.17372 1.98226 0.02 0.26 0.22
C 3.05373 -0.05386 0.44698 -0.14 0.24 0.35
C 1.57412 2.13458 -0.18321 0.07 0.38 0.27
C -0.87246 1.64632 -0.88899 0.19 -0.22 -0.10
C -5.67537 2.32177 2.77165 -0.04 0.02 0.09
C -3.83839 0.02820 -0.00702 -0.43 -0.19 0.01
C -6.06597 -1.02933 -0.34978 0.23 -0.08 0.10
C -6.48717 -1.67558 0.95464 0.15 -0.08 0.14
C 0.16790 2.68290 -0.42697 -0.02 0.13 -0.16
C 9.18243 -2.71397 -1.32353 0.01 0.04 0.00
C 5.90098 -1.93912 -4.55344 -0.04 0.08 -0.15
C -6.34407 1.91363 1.45023 -0.08 -0.02 -0.16
C 5.09507 0.96850 -0.32096 0.29 -0.07 0.22
C 7.60120 -2.36820 -2.99497 -0.02 -0.05 0.00
C -3.23817 2.20052 -0.03106 -0.09 -0.48 -0.05
C -5.49916 1.15802 3.73140 0.20 0.06 0.05
H 4.73648 3.10297 -0.29955 -0.02 -0.01 -0.03
H 5.56358 -4.03657 -4.15822 0.04 0.02 -0.04
H 4.59801 0.71948 -1.25764 -0.07 0.09 0.02
H 9.97499 -2.78746 -2.06446 0.00 0.00 0.00
H 6.17167 2.60619 -1.21132 0.03 0.01 0.04
H 6.19990 2.61430 0.55380 -0.01 0.02 0.01
H 9.52896 -2.18056 -0.44427 0.01 -0.02 0.01
H 4.61205 0.12079 4.11872 0.00 -0.09 0.00
H -7.53808 -1.44323 1.14396 0.02 0.10 0.05
H 2.18298 2.89387 0.30655 0.03 0.03 -0.11
H -5.80044 -3.45349 1.50194 -0.23 0.16 -0.18
H -7.05896 2.68219 1.16384 0.06 0.03 -0.06
H -6.47564 -0.05076 -0.54012 -0.01 0.24 0.18
H -6.41975 -1.68453 -1.12984 -0.11 0.06 -0.20
H -2.47252 -2.22241 0.99710 -0.05 -0.11 0.03
H 4.42856 -3.30393 -5.29968 0.00 0.01 -0.01
H 5.73526 0.79171 2.14852 -0.04 0.06 -0.02
H 3.38947 1.08053 3.28718 0.03 0.03 0.00
H -5.26161 -3.58217 -2.28994 0.01 0.16 0.00
H -5.28695 1.54715 4.72568 0.01 -0.01 -0.01
H -6.34799 4.15950 3.08436 -0.10 -0.29 0.04
H -1.57422 1.57742 1.13200 -0.10 -0.11 0.08
H -0.52623 -1.27175 0.66678 0.11 -0.02 0.01
H 4.29156 -2.95794 -3.56699 -0.04 -0.01 -0.03
H -5.87701 -1.32705 1.79318 -0.13 0.18 0.03
H 8.84559 -3.71340 -1.05442 -0.01 -0.01 -0.02
H 2.06278 1.87408 -1.12264 -0.10 -0.24 0.01
H 6.63666 -2.09911 -5.34085 0.06 -0.05 0.06
H 5.20437 -0.83810 1.73603 -0.03 0.01 0.02
H 3.30446 -0.68492 3.25492 -0.04 0.03 -0.03
H -2.83428 -3.94483 -0.49855 -0.12 0.02 0.09
H 5.32708 -1.04643 -4.79555 0.00 0.00 0.00
H -2.18008 0.26611 3.03005 0.15 -0.06 0.26
H 0.24954 3.44144 -1.20712 0.08 0.11 0.11
H -0.38987 0.68432 -1.07245 0.09 0.06 -0.06
H -6.40730 0.55803 3.78832 -0.02 0.01 0.00
H -3.85427 3.50218 1.27182 0.01 0.03 -0.19
H 5.94627 0.28299 -0.24073 -0.03 -0.02 -0.10
H -0.16152 3.20944 0.47295 -0.12 -0.06 -0.01
H -4.65983 0.52286 3.43976 -0.09 -0.08 -0.11
H -1.30999 1.94758 -1.83972 -0.11 -0.08 0.04
H -6.89944 0.99016 1.58867 -0.06 -0.22 0.04
H -3.39777 3.26138 -1.61652 -0.16 -0.23 0.00
H -4.68932 2.76093 2.58707 0.07 -0.02 0.00
```
Positions in Å, forces in eV/Å.

Properties
Kohn-Sham gap ... 7.35 eV
Total charge ... +1
HOMO level ... -10.420 eV
Energy ... -91668.1376 eV
LUMO level ... -3.1 eV
2S+1 ... 1